ORCA calculation (ωB97M-V with the def2-TZVPD basis set) on C42H56AsLiN5OPSSi as an isolated structure.

Last column: Mulliken charge in e.
Geometry (Å):
H 0.41765 0.49477 -3.36544  -1.09
C 2.07097 0.85028 -4.68985  -1.54
C 2.77207 3.44325 2.83215  -0.60
C -0.13499 5.87191 0.37493  -0.77
N -3.42386 2.84221 1.58898  0.09
H -0.83379 -1.85193 -4.65268  0.27
C 2.59658 -1.23689 3.85251  -0.75
Si -2.17774 -1.16700 -2.65105  0.79
C 1.45679 3.87860 -0.69209  -0.52
H -0.49501 4.51857 1.99490  0.48
C -4.64761 2.77960 2.35659  -0.85
C -1.47873 -3.67000 -1.04480  -0.81
H 2.44611 -1.00567 4.89798  0.46
C -2.84747 -0.79140 3.19964  -1.60
H 2.51307 -4.12383 -2.96587  0.40
H 5.74182 1.09081 2.16649  0.52
C 1.71818 -1.43917 1.62393  -0.34
C 4.00399 3.71311 3.39453  -0.92
H 1.52604 1.52835 -5.34789  0.44
H 4.12853 4.59671 4.00228  0.44
H 3.08323 -2.11804 0.13623  -0.03
C -1.56387 1.01711 4.08378  -1.10
H -0.14160 -5.77907 1.24153  0.38
C -2.19805 -0.59893 1.99220  -0.07
C -0.34174 -4.86922 0.69555  -1.10
H 2.61216 -1.88002 -3.91897  0.57
C -2.50950 0.03365 4.26804  -0.92
H -3.58758 -1.56786 3.31054  0.56
H -5.31248 3.61387 2.08473  0.41
H 3.10848 1.18184 -4.66293  0.30
H 6.03595 3.08105 3.60518  0.40
H 4.64885 -1.77875 4.10949  0.37
H 0.32765 6.97914 -1.39596  0.38
C -1.23468 -4.84244 -0.36175  -1.16
H -1.52391 0.76067 -4.09605  0.45
C -1.76177 -2.20774 -4.21182  -1.50
H 4.08342 2.10665 -2.64038  0.18
C 4.90985 1.75044 2.35949  -0.75
H -4.75316 0.63862 2.51863  -0.19
H 5.69359 1.55019 -2.18422  0.47
C 1.28698 5.06255 -1.38025  -0.52
H -6.33067 1.45581 2.54781  0.46
C 5.07528 2.86412 3.16352  -0.74
C 2.96476 -1.87184 1.18259  0.28
C 0.48554 6.06084 -0.84998  -0.70
H 1.94613 4.12404 2.99504  0.36
O 0.68120 -1.32250 0.73621  1.46
H -2.53926 -2.09967 -4.96377  0.44
H -2.72339 3.52740 1.82131  0.13
H -4.68283 -0.86818 -2.25486  0.49
Li -0.21318 0.06121 -0.21004  0.37
H -1.76008 -5.74474 -0.64932  0.40
H 4.44035 -0.28089 -3.33962  0.54
H 3.66275 -3.17479 -2.02540  0.35
H -6.08392 2.00603 0.13373  0.31
C 0.80566 3.66679 0.51484  0.40
H -0.75968 6.65187 0.79423  0.41
C 4.62678 1.40723 -2.00638  -0.96
C 3.83290 -1.67396 3.41095  -1.04
C 2.59890 2.32129 2.02825  0.01
C 3.67737 1.48311 1.78932  -0.07
C 4.01462 -1.99122 2.07403  -0.66
H -1.63773 -3.26589 -4.00204  0.39
C 2.09037 -2.01029 -2.96619  -0.25
H 0.35906 2.55904 3.40343  0.43
N -1.26677 0.32234 1.81374  2.44
C -3.95276 -1.64947 -2.05850  -1.58
C -2.31598 0.58552 -3.37823  -1.52
C 0.29488 -3.68995 1.05386  -0.92
H 2.03044 -3.49274 -1.39699  0.17
C -5.34345 1.44874 2.08808  -0.07
S -1.80034 2.46340 -0.40653  -0.22
C -0.94768 1.11907 2.82860  -1.19
H -4.31205 -2.55400 -2.54069  0.42
As 2.25120 -0.32862 -1.92775  1.35
H -4.40108 2.86710 3.42049  0.41
N -4.12210 1.30716 0.00606  0.07
C -5.44494 1.23126 0.58025  -0.78
H -2.26134 1.37427 -2.64051  0.29
H -3.95128 -1.84384 -0.98884  0.32
H 1.02547 -2.12882 -3.16974  -0.36
H 4.97703 -2.33684 1.72601  0.44
H -3.24984 0.69912 -3.92081  0.49
P 0.99035 1.98090 1.19504  0.90
H -2.97846 -0.09825 5.23138  0.44
H 4.78327 -0.70625 -1.66553  0.47
C 0.06462 -2.52381 0.35689  0.48
H -2.42156 -1.19902 1.12245  0.01
C 4.20587 -0.02528 -2.30286  -0.99
H 0.56911 -0.81531 3.31686  0.35
H 3.53536 0.62350 1.14888  0.49
C -0.84430 -2.45274 -0.72611  0.38
H -3.89127 0.78637 -0.82684  -0.27
C 1.45017 0.83836 -3.30179  0.78
C 1.54077 -1.12027 2.96468  -0.07
H -1.28253 1.68456 4.88454  0.54
H -2.19288 -3.67706 -1.85020  0.29
N 0.00338 2.06921 2.58945  0.83
C -3.20024 2.17386 0.43896  0.30
C 0.01812 4.67673 1.05375  -0.33
C 2.60850 -3.27203 -2.29248  -1.24
H 1.76293 5.19542 -2.33942  0.45
H 0.97272 -3.68334 1.89588  0.57
H 2.03892 -0.13783 -5.14549  0.33
H 2.08454 3.08939 -1.08732  0.09
H 4.41528 1.66235 -0.96682  0.07
H 1.41091 1.85915 -2.91088  0.23
N -1.06610 -1.27218 -1.35545  0.71
H -5.86897 0.25127 0.35463  0.41

Values from the calculation:
* LUMO energy: 0.280 eV
* charge: 0
* Kohn-Sham gap: 6.615 eV
* ΔE to the lowest compared entry with this formula, charge and spin: 0.5544 eV